Run one
Formula: C5H11NO
Source: OMol25
Level of theory: ωB97M-V with the def2-TZVPD basis set

```
! RIJCOSX wB97M-V def2-TZVPD def2/J DEFGRID3
* xyz 1 2
C 0.474 -0.187 -0.402
C 1.476 -0.145 0.562
N 1.712 0.913 1.305
C -0.107 -1.437 -0.927
C -1.605 -1.351 -0.876
C -2.365 -2.082 -1.688
H 0.060 0.772 -0.711
H 2.017 -1.040 0.839
H 2.621 1.031 1.737
H 1.037 1.685 1.369
H 0.365 -2.270 -0.415
H 0.109 -1.593 -1.999
H -2.146 -0.866 -0.068
H -3.396 -2.334 -1.465
H -1.969 -2.359 -2.658
H 1.042 4.036 2.365
H 0.191 3.846 1.118
O 0.484 3.382 1.914
*
```

Summary:
Highest occupied orbital energy (spin up / spin down), eV: -13.128 / -13.209
HOMO-LUMO gap (spin up / spin down), eV: 9.89 / 6.52
LUMO level (spin up / spin down), Ha: -0.119 / -0.246
<S²>: 0.762



Run two
Formula: C5H11NO
Source: OMol25
Level of theory: ωB97M-V with the def2-TZVPD basis set

```
! RIJCOSX wB97M-V def2-TZVPD def2/J DEFGRID3
* xyz 1 2
C 0.868 1.187 -0.535
N -0.015 0.040 -0.225
C 0.372 -0.660 1.093
C -0.762 -1.588 1.561
C -1.707 -1.758 0.414
O -1.847 -2.615 -0.436
C 0.525 2.039 -1.843
H 1.957 0.854 -0.403
H 0.863 1.821 0.334
H 0.239 -0.614 -0.914
H 1.339 -1.187 0.939
H 0.547 0.148 1.811
H -1.330 -1.136 2.415
H -0.301 -2.454 2.042
H -2.332 -0.965 0.186
H 1.333 2.731 -1.966
H -0.381 2.549 -1.719
H 0.631 1.608 -2.754
*
```

Summary:
Highest occupied orbital energy (spin up / spin down), eV: -15.106 / -14.171
HOMO-LUMO gap (spin up / spin down), eV: 11.57 / 5.27
LUMO level (spin up / spin down), Ha: -0.130 / -0.327
<S²>: 0.758



run one is favored, and the nearest alternative lies 0.0788 hartree above it.



Run one
Formula: C4H8FN
Source: OMol25
Level of theory: ωB97M-V with the def2-TZVPD basis set

```
! RIJCOSX wB97M-V def2-TZVPD def2/J DEFGRID3
* xyz 0 1
C -0.465 -1.745 0.479
C -0.358 -0.608 -0.155
C -1.340 0.413 -0.562
C 1.461 0.078 -0.461
N 1.766 1.053 0.480
F 2.254 -1.065 -0.402
H 0.393 -2.334 0.754
H -1.429 -2.156 0.738
H -1.089 1.367 -0.093
H -1.324 0.558 -1.641
H -2.346 0.124 -0.256
H 1.466 0.425 -1.492
H 1.818 0.667 1.414
H 2.634 1.534 0.265
*
```

Summary:
Highest occupied orbital energy, eV: -9.504
HOMO-LUMO gap, eV: 10.60
LUMO level, Ha: 0.040



Run two
Formula: C4H8FN
Source: OMol25
Level of theory: ωB97M-V with the def2-TZVPD basis set

```
! RIJCOSX wB97M-V def2-TZVPD def2/J DEFGRID3
* xyz 0 1
F -0.945 1.621 -1.371
C -0.239 0.470 -1.167
C -0.517 0.103 0.242
C 0.753 0.252 1.348
N 1.242 -1.119 0.856
C -0.182 -1.386 0.282
H 0.832 0.660 -1.190
H -0.622 -0.250 -2.087
H -1.681 0.116 0.324
H 1.535 1.123 0.970
H 0.534 0.394 2.436
H 1.462 -1.471 1.724
H -0.401 -1.654 -0.871
H -0.734 -2.312 0.810
*
```

Summary:
Highest occupied orbital energy, eV: -9.300
SMILES string: FCC1CNC1
HOMO-LUMO gap, eV: 10.33
LUMO level, Ha: 0.038



run one is favored, and the nearest alternative lies 0.0894 hartree above it.



Run one
Formula: BrCl3P2
Source: OMol25
Level of theory: ωB97M-V with the def2-TZVPD basis set

```
! RIJCOSX wB97M-V def2-TZVPD def2/J DEFGRID3
* xyz 0 1
Cl 1.409 1.540 -0.278
P -0.508 1.017 0.196
Cl -0.169 1.222 2.198
P 0.108 -1.119 -0.083
Cl -0.116 -1.273 -2.062
Br -1.925 -2.178 0.370
*
```

Summary:
Highest occupied orbital energy, eV: -9.557
SMILES string: ClP(Cl)#P(Cl)Br
HOMO-LUMO gap, eV: 9.04
LUMO level, Ha: -0.019



Run two
Formula: BrCl3P2
Source: OMol25
Level of theory: ωB97M-V with the def2-TZVPD basis set

```
! RIJCOSX wB97M-V def2-TZVPD def2/J DEFGRID3
* xyz 0 1
P -1.469 -0.470 0.946
P 2.392 1.376 0.053
Cl -1.388 -1.834 -0.476
Cl 0.311 0.864 -0.123
Cl -3.110 0.541 0.169
Br 3.264 -0.477 -0.569
*
```

Summary:
Highest occupied orbital energy (spin up / spin down), eV: -8.550 / -7.336
HOMO-LUMO gap (spin up / spin down), eV: 7.27 / 5.57
LUMO level (spin up / spin down), Ha: -0.047 / -0.065



run one is favored, and the nearest alternative lies 0.0915 hartree above it.



Run one
Formula: FH3N2O2S
Source: OMol25
Level of theory: ωB97M-V with the def2-TZVPD basis set

```
! RIJCOSX wB97M-V def2-TZVPD def2/J DEFGRID3
* xyz 0 1
N -0.837 0.111 1.347
N 0.735 0.683 -0.790
O -1.218 -1.153 -0.880
O 0.952 -1.513 0.306
F -0.098 1.273 -1.708
S -0.141 -0.659 -0.023
H -1.084 1.124 1.106
H -0.078 0.122 2.064
H 1.769 0.013 -1.421
*
```

Summary:
Highest occupied orbital energy, eV: -10.943
HOMO-LUMO gap, eV: 10.98
LUMO level, Ha: 0.001



Run two
Formula: FH3N2O2S
Source: OMol25
Level of theory: ωB97M-V with the def2-TZVPD basis set

```
! RIJCOSX wB97M-V def2-TZVPD def2/J DEFGRID3
* xyz 0 1
N -0.026 -0.579 0.067
N -0.777 0.144 -0.753
O -2.541 1.950 -0.832
O 0.391 0.247 1.179
F -3.192 -0.300 -0.408
S -2.113 0.874 -0.020
H 1.206 0.775 0.943
H -0.349 -1.409 0.668
H -0.218 0.612 -1.354
*
```

Summary:
Highest occupied orbital energy, eV: -9.816
HOMO-LUMO gap, eV: 10.44
LUMO level, Ha: 0.023



Run three
Formula: FH3N2O2S
Source: OMol25
Level of theory: ωB97M-V with the def2-TZVPD basis set

```
! RIJCOSX wB97M-V def2-TZVPD def2/J DEFGRID3
* xyz 0 1
N 1.286 -0.134 -0.521
S -0.268 -0.332 0.298
O -0.142 -1.472 1.133
O -0.071 0.960 1.253
N -1.551 -0.237 -0.611
F -1.404 0.916 -1.458
H 1.266 -0.283 -1.496
H 1.866 -0.877 0.062
H -0.982 1.459 1.341
*
```

Summary:
Highest occupied orbital energy, eV: -10.288
SMILES string: N[S@@](=O)(O)=NF
HOMO-LUMO gap, eV: 10.69
LUMO level, Ha: 0.015



run two is favored, and the nearest alternative lies 0.0304 hartree above it.



Run one
Formula: C18H39NO2
Source: OMol25
Level of theory: ωB97M-V with the def2-TZVPD basis set

```
! RIJCOSX wB97M-V def2-TZVPD def2/J DEFGRID3
* xyz 0 1
C 4.643 -1.674 3.191
C 3.724 -0.487 2.927
C 2.432 -0.920 2.238
C 1.434 0.221 2.041
C 1.904 1.271 1.036
C 0.811 2.300 0.758
C 1.255 3.435 -0.166
C 1.731 2.994 -1.554
C 0.747 2.112 -2.324
C -0.591 2.795 -2.599
C -1.517 1.958 -3.484
C -2.031 0.679 -2.819
C -3.084 0.942 -1.742
C -3.332 -0.291 -0.869
C -2.237 -0.448 0.190
C -2.161 -1.843 0.823
O -3.407 -2.320 1.284
C -1.472 -2.842 -0.136
N -0.087 -2.425 -0.282
C -1.629 -4.291 0.383
O -1.247 -4.432 1.727
H 5.559 -1.350 3.681
H 4.151 -2.404 3.831
H 4.910 -2.165 2.257
H 4.250 0.238 2.303
H 3.481 0.000 3.874
H 2.672 -1.357 1.265
H 1.960 -1.698 2.844
H 1.237 0.700 3.003
H 0.493 -0.200 1.680
H 2.181 0.767 0.109
H 2.787 1.786 1.419
H 0.493 2.740 1.707
H -0.057 1.795 0.331
H 2.073 3.980 0.313
H 0.424 4.136 -0.278
H 1.937 3.893 -2.141
H 2.673 2.452 -1.451
H 1.206 1.844 -3.280
H 0.588 1.188 -1.770
H -0.401 3.748 -3.101
H -1.091 3.017 -1.656
H -2.374 2.568 -3.780
H -0.976 1.688 -4.394
H -1.192 0.133 -2.388
H -2.472 0.038 -3.586
H -2.771 1.766 -1.101
H -4.017 1.241 -2.226
H -3.372 -1.172 -1.515
H -4.301 -0.190 -0.374
H -2.404 0.290 0.977
H -1.259 -0.264 -0.254
H -1.538 -1.773 1.724
H -4.037 -2.270 0.557
H -1.940 -2.790 -1.127
H 0.377 -2.998 -0.979
H 0.397 -2.575 0.599
H -0.972 -4.952 -0.190
H -2.665 -4.624 0.236
H -1.896 -3.959 2.262
*
```

Summary:
Highest occupied orbital energy, eV: -9.219
SMILES string: CCCCCCCCCCCCCCC[C@@H](O)[C@@H](N)CO
HOMO-LUMO gap, eV: 10.02
LUMO level, Ha: 0.030



Run two
Formula: C18H39NO2
Source: OMol25
Level of theory: ωB97M-V with the def2-TZVPD basis set

```
! RIJCOSX wB97M-V def2-TZVPD def2/J DEFGRID3
* xyz 0 1
C 6.472 -2.779 -4.389
C 6.628 -2.391 -2.969
C 5.824 -1.244 -2.478
C 4.434 -1.377 -2.485
C 3.744 -0.054 -2.046
C 2.357 -0.250 -1.881
C 1.918 -1.317 -0.897
C 0.155 -1.398 -0.950
C -0.351 -2.533 -0.052
C -1.871 -2.309 0.300
C -2.204 -1.946 1.709
C -1.725 -0.441 1.714
C -2.227 0.468 2.992
C -1.691 1.648 3.446
C -2.155 2.779 2.258
H -1.709 2.512 1.430
C -3.557 3.294 2.428
O -3.710 4.568 2.313
H -3.519 4.721 1.466
C -4.335 2.322 1.436
N -3.945 2.771 -0.081
H -4.284 3.541 -0.110
H -4.201 2.014 -0.605
H -4.076 1.246 1.581
C -6.087 2.407 1.357
O -6.366 3.930 1.276
H -5.665 4.658 1.731
H -6.572 1.835 0.844
H -6.081 2.315 2.590
H -3.997 2.945 3.466
H -1.629 3.598 2.614
H -1.992 2.031 4.251
H -0.601 1.648 3.404
H -1.826 -0.229 3.889
H -3.252 0.367 3.136
H -0.719 -0.426 1.902
H -2.215 0.275 0.843
H -1.640 -2.340 2.690
H -3.278 -1.822 1.802
H -2.209 -1.931 -0.419
H -2.258 -3.241 0.422
H 0.401 -2.571 1.169
H -0.017 -3.428 -0.469
H 0.013 -0.276 -0.471
H -0.211 -1.545 -1.922
H 1.898 -2.272 -1.324
H 2.157 -1.172 0.064
H 1.868 -0.294 -2.855
H 1.746 0.560 -1.599
H 4.187 0.571 -2.434
H 4.072 -0.103 -0.862
H 4.214 -2.344 -1.891
H 3.864 -1.592 -3.467
H 6.237 -0.271 -3.123
H 6.340 -0.834 -1.422
H 6.528 -3.358 -2.166
H 7.828 -2.244 -2.994
H 6.783 -1.991 -5.110
H 7.050 -3.719 -4.739
H 5.459 -2.984 -4.317
*
```

Summary:
Highest occupied orbital energy, eV: -8.724
HOMO-LUMO gap, eV: 9.45
LUMO level, Ha: 0.027



run one is favored, and the nearest alternative lies 0.7185 hartree above it.



Run one
Formula: C19H24N2O2
Source: OMol25
Level of theory: ωB97M-V with the def2-TZVPD basis set

```
! RIJCOSX wB97M-V def2-TZVPD def2/J DEFGRID3
* xyz 0 1
C 4.714 0.988 0.651
C 3.236 1.354 0.616
C 2.999 2.658 -0.152
N 1.610 3.109 -0.187
N 0.770 2.164 -0.804
C -0.019 1.337 -0.105
O -0.114 1.369 1.107
C -0.719 0.284 -0.981
O -0.729 0.750 -2.326
C 0.186 -0.926 -0.799
C 1.055 -1.326 -1.804
C 1.914 -2.390 -1.586
C 1.918 -3.045 -0.369
C 1.063 -2.645 0.652
C 1.056 -3.350 1.974
C 0.199 -1.584 0.424
C -2.142 0.017 -0.531
C -2.713 -1.233 -0.747
C -4.033 -1.456 -0.402
C -4.791 -0.439 0.151
C -4.241 0.818 0.358
C -5.047 1.935 0.945
C -2.915 1.035 0.003
H 5.099 0.861 -0.359
H 4.860 0.057 1.193
H 5.290 1.768 1.143
H 2.856 1.464 1.634
H 2.674 0.545 0.142
H 3.571 3.471 0.302
H 3.330 2.545 -1.189
H 1.259 3.196 0.769
H 0.775 2.142 -1.813
H -1.264 0.137 -2.843
H 1.065 -0.802 -2.748
H 2.588 -2.702 -2.370
H 2.597 -3.870 -0.205
H 0.256 -4.090 1.997
H 1.999 -3.863 2.147
H 0.881 -2.643 2.782
H -0.460 -1.245 1.209
H -2.122 -2.030 -1.175
H -4.472 -2.429 -0.565
H -5.821 -0.625 0.423
H -4.551 2.332 1.829
H -5.145 2.748 0.227
H -6.042 1.596 1.224
H -2.480 2.011 0.158
*
```

Summary:
Highest occupied orbital energy, eV: -8.661
SMILES string: CCCNNC(=O)C(O)(c1cccc(C)c1)c1cccc(C)c1
HOMO-LUMO gap, eV: 9.38
LUMO level, Ha: 0.026



Run two
Formula: C19H24N2O2
Source: OMol25
Level of theory: ωB97M-V with the def2-TZVPD basis set

```
! RIJCOSX wB97M-V def2-TZVPD def2/J DEFGRID3
* xyz 0 1
C -4.813 6.714 -1.700
C -4.804 6.400 -0.320
O -4.970 4.955 -0.076
C -3.738 4.141 -0.384
C -3.860 2.769 -0.427
C -2.821 1.828 -0.419
C -1.472 2.308 -0.692
C -1.475 3.544 -1.022
C -2.465 4.442 -0.763
H -2.222 5.632 -0.837
H -0.572 3.841 -1.094
N -0.624 1.216 -1.070
C -0.498 0.073 -1.260
O -1.635 -0.703 -0.817
N 0.618 -0.557 -1.535
H 1.541 0.094 -1.265
C 0.982 -1.804 -1.367
H 1.702 -2.166 -2.034
H -0.238 -2.412 -1.623
C 1.327 -2.403 0.177
C 2.669 -1.878 0.393
H 3.445 -2.109 -0.101
H 2.505 -0.765 0.659
C 3.182 -2.383 1.998
C 3.259 -4.022 1.568
C 2.478 -4.746 2.162
C 2.957 -6.047 1.969
C 3.851 -6.626 1.490
C 5.009 -5.621 1.091
C 4.653 -4.198 1.162
H 5.235 -3.606 0.761
H 5.838 -5.998 0.414
H 4.176 -7.604 1.388
H 2.221 -6.838 2.346
H 1.697 -4.469 2.622
H 2.199 -2.260 2.677
H 3.977 -1.885 1.963
H 0.599 -2.033 1.019
H 1.373 -3.519 0.069
H 0.267 1.733 -1.128
H -3.070 0.914 -0.245
H -4.840 2.331 0.338
H -5.482 6.644 0.270
H -3.665 6.736 0.138
H -4.788 7.583 -1.902
H -5.776 6.403 -2.252
H -3.927 6.351 -2.342
*
```

Summary:
Highest occupied orbital energy, eV: -8.272
HOMO-LUMO gap, eV: 8.54
LUMO level, Ha: 0.010



run one is favored, and the nearest alternative lies 0.7461 hartree above it.